Entry 1:
C3H7BO3 as an isolated structure in a non-equilibrium geometry, computed with wB97M-V/def2-TZVPD.

Computed properties:
Lowest unoccupied orbital energy ... 0.32 eV
Energy ... -10040.9032 eV
E_HOMO ... -8.499 eV
Total charge ... 0
Relative energy (zero: lowest compared OMol25 entry of this formula, charge and spin) ... 117.15 kcal per mole
Maximum force ... 6.82 eV/A
Kohn-Sham gap ... 8.82 eV
Spin multiplicity ... 1

Structure (XYZ):
```
14
Properties=species:S:1:pos:R:3:forces:R:3:mulliken_charge:R:1
B -0.9369 0.0377 -0.4639 2.069 0.268 0.203 0.56
C 1.4148 0.0274 0.4808 -3.706 0.192 1.532 -0.41
C -0.0743 1.4879 -1.0077 -1.028 -2.787 2.780 -0.48
C 0.3472 -1.1845 0.4828 -2.109 6.484 -0.290 -0.33
O 1.2966 0.9577 -0.6157 -1.587 1.507 -0.986 -0.42
O -2.2358 -0.2584 -0.6061 -1.202 0.903 -0.004 -0.58
O -0.0432 -1.5729 1.8168 -0.113 -1.505 -1.577 -0.54
H 1.0986 0.4784 1.5068 1.526 -0.172 -1.471 0.24
H 2.4016 -0.2739 0.2693 1.342 -0.528 0.886 0.32
H -0.2146 1.7404 -2.0633 0.845 -0.796 -0.117 0.27
H -0.4615 2.4658 -0.5413 1.141 -1.386 0.267 0.25
H 0.7353 -1.8648 -0.1588 0.639 -2.885 -1.547 0.46
H -2.8923 0.4565 -0.8548 1.453 -1.142 0.241 0.34
H -0.4354 -2.4973 1.7551 0.729 1.848 0.082 0.32
```
Forces are in eV/Å.



Entry 2:
A 2-piece molecular cluster, C3H7BrN overall in a non-equilibrium geometry, computed with wB97M-V/def2-TZVPD.

Computed properties:
Lowest unoccupied orbital energy ... -5.45 eV
Energy ... -74747.0505 eV
E_HOMO ... -15.053 eV
Total charge ... +1
Relative energy (zero: lowest compared OMol25 entry of this formula, charge and spin) ... 42.67 kcal per mole
Maximum force ... 3.80 eV/A
Kohn-Sham gap ... 9.60 eV
Spin multiplicity ... 1

Structure (XYZ):
```
12
Properties=species:S:1:pos:R:3:forces:R:3:mulliken_charge:R:1
C 0.8322 -1.0730 -0.0196 3.790 0.142 0.140 -0.30
C -0.4513 -1.1816 -0.6891 -0.567 -0.289 -3.106 -0.40
C 0.2848 0.1059 -0.6471 -0.520 1.266 1.132 0.32
N -0.6119 1.4150 0.8235 0.430 0.186 0.051 -0.70
Br 1.1779 1.3569 -1.6527 -0.445 -0.300 -0.254 0.07
H 0.9401 -1.1662 1.0164 -0.343 -0.004 1.625 0.29
H 1.8688 -1.3630 -0.4427 -2.011 0.138 0.150 0.26
H -0.4050 -1.6669 -1.6950 -0.528 0.463 0.852 0.23
H -1.3687 -1.3092 -0.1486 -0.177 -0.019 0.252 0.25
H -1.2675 2.2171 0.6676 1.427 -0.236 -0.892 0.30
H 0.2522 1.7278 1.3461 -1.516 -0.290 -0.606 0.36
H -1.2518 0.9372 1.4410 0.462 -1.056 0.658 0.31
```
Forces are in eV/Å.



Entry 3:
A 2-piece molecular cluster, C3H7BrNO overall in a non-equilibrium geometry, computed with wB97M-V/def2-TZVPD.

Computed properties:
Lowest unoccupied orbital energy ... 3.40 eV
Energy ... -76807.2453 eV
E_HOMO ... -3.890 eV
Total charge ... -1
Relative energy (zero: lowest compared OMol25 entry of this formula, charge and spin) ... 11.30 kcal per mole
Maximum force ... 1.00 eV/A
Kohn-Sham gap ... 7.29 eV
Spin multiplicity ... 1

Structure (XYZ):
```
13
Properties=species:S:1:pos:R:3:forces:R:3:mulliken_charge:R:1
Br 3.8823 0.5748 0.8888 -0.006 0.029 -0.063 -0.91
C 0.1802 -0.2154 1.3488 0.385 0.090 0.086 0.41
O -0.4951 -0.6076 2.2856 -0.247 -0.060 0.103 -0.65
N -0.2634 -0.0976 0.0811 -0.639 -0.099 -0.501 0.12
C 0.5733 0.4036 -0.9851 0.782 0.163 0.602 -0.61
C -1.6422 -0.3835 -0.2652 0.426 -0.077 0.177 -0.93
H 1.2344 0.0826 1.4285 0.126 -0.050 0.184 0.07
H 1.5594 0.6555 -0.5767 -0.086 -0.012 0.062 0.04
H 0.1539 1.3217 -1.4004 -0.125 -0.110 -0.288 0.28
H 0.7689 -0.3587 -1.7416 -0.340 0.060 -0.213 0.27
H -2.1271 -0.9039 0.5555 0.038 0.031 0.088 0.29
H -2.1729 0.5484 -0.4685 -0.155 0.006 -0.121 0.29
H -1.6515 -1.0199 -1.1506 -0.157 0.027 -0.115 0.31
```
Forces are in eV/Å.



> Which formula does entry 1 have?

C3H7BO3



> Which value of energy does entry 1 give?

-10040.9032 eV